Entry from the Open Molecules 2025 dataset: a structure of composition C19H28F9N2O4P3Ti at a distorted geometry (ωB97M-V with the def2-TZVPD basis set).

Atoms and positions in Å:
1 Ti 1.07 -0.49 1.32
2 C 0.61 1.40 5.09
3 C 0.06 0.71 3.88
4 O 0.91 0.51 2.91
5 C -1.24 0.21 3.81
6 C -1.76 -0.41 2.69
7 C -3.01 -1.22 2.64
8 N -1.06 -0.18 1.46
9 N -1.45 1.00 1.00
10 C -0.47 1.69 0.41
11 O 0.73 1.29 0.37
12 C -0.79 3.09 0.04
13 C 0.26 4.00 -0.07
14 C -0.01 5.34 -0.35
15 C -1.32 5.76 -0.52
16 C -2.36 4.85 -0.42
17 C -2.10 3.52 -0.13
18 H 1.07 0.68 5.77
19 H 1.38 2.10 4.79
20 H -0.18 1.94 5.63
21 H -1.83 0.21 4.72
22 H -3.72 -0.88 3.40
23 H -3.47 -1.14 1.66
24 H -2.79 -2.28 2.83
25 H 1.27 3.65 0.07
26 H 0.81 6.04 -0.42
27 H -1.52 6.80 -0.74
28 H -3.38 5.18 -0.56
29 H -2.90 2.80 -0.02
30 C 1.48 -0.02 -4.56
31 P 1.29 -0.77 -2.88
32 C 3.01 -1.36 -2.67
33 C 0.50 -2.36 -3.35
34 C -1.02 -2.30 -3.53
35 P -1.98 -1.72 -2.05
36 C -1.91 -3.26 -1.04
37 C -3.65 -1.96 -2.77
38 H 0.49 0.21 -4.97
39 H 2.01 -0.69 -5.24
40 H 2.03 0.91 -4.47
41 H 3.28 -2.05 -3.49
42 H 3.13 -1.88 -1.72
43 H 3.69 -0.51 -2.68
44 H 0.76 -3.08 -2.56
45 H 0.95 -2.70 -4.28
46 H -1.39 -3.28 -3.83
47 H -1.26 -1.59 -4.33
48 H -2.12 -4.14 -1.65
49 H -2.65 -3.19 -0.23
50 H -0.94 -3.36 -0.57
51 H -3.75 -2.92 -3.28
52 H -3.87 -1.16 -3.48
53 H -4.40 -1.91 -1.97
54 F 1.80 -3.07 2.64
55 C 0.69 -2.25 2.66
56 F -0.34 -3.06 2.24
57 F 0.47 -2.08 3.99
58 O 0.63 -1.37 -0.40
59 O 1.62 -1.99 0.24
60 F 3.05 0.24 0.04
61 P 4.15 0.42 1.27
62 F 5.11 0.52 2.54
63 F 3.23 1.59 1.86
64 F 4.99 1.48 0.43
65 F 4.98 -0.80 0.68
66 F 3.17 -0.70 2.10

Computed properties:
* E: -3923.83416 hartree
* molecular weight: 660.21 g mol⁻¹
* multiplicity: 4
* highest occupied orbital energy (spin up / spin down): -3.431 / -5.522 eV
* Kohn-Sham gap (spin up / spin down): 5.8 / 7.1 eV
* charge: -1

***

Entry from the Open Molecules 2025 dataset: a structure of composition C19H28GaIO2P2 at a distorted geometry (ωB97M-V with the def2-TZVPD basis set).

Atoms and positions in Å:
1 C 3.67 1.18 -2.17
2 C 2.65 0.21 -1.71
3 H 4.46 0.64 -2.72
4 H 4.12 1.73 -1.33
5 H 3.20 1.92 -2.84
6 O 2.65 -0.99 -1.89
7 I -0.90 2.79 0.60
8 Ga 0.90 1.14 -0.54
9 P -0.27 1.03 -2.67
10 C -1.14 -0.47 -3.26
11 C -1.54 2.35 -2.66
12 H -1.82 2.67 -3.67
13 H -0.02 1.60 -4.99
14 H -1.11 3.20 -2.11
15 H 1.24 2.40 -3.98
16 H -1.85 -0.83 -2.51
17 H -2.41 2.00 -2.10
18 C 0.69 1.46 -4.15
19 H -1.68 -0.22 -4.19
20 H 1.40 0.66 -4.40
21 H -0.39 -1.25 -3.47
22 P 2.24 0.44 1.51
23 C 2.32 -1.20 2.36
24 C 4.02 0.70 1.31
25 H 1.59 2.63 2.23
26 H 2.79 1.90 3.36
27 H 1.06 1.47 3.45
28 C 1.88 1.72 2.77
29 H 4.20 1.70 0.90
30 H 4.49 0.62 2.30
31 H 2.99 -1.14 3.24
32 H 2.77 -1.92 1.66
33 H 4.45 -0.05 0.64
34 H 1.33 -1.56 2.67
35 C -0.06 -0.70 0.24
36 O 0.41 -1.72 -0.26
37 C -4.93 -2.18 0.68
38 C -4.35 -1.28 -0.24
39 C -3.02 -0.89 -0.05
40 C -2.29 -1.36 1.05
41 C -1.04 -0.71 1.32
42 C -0.84 -0.34 2.65
43 C -1.21 -1.32 3.59
44 C -2.10 -2.34 3.20
45 C -2.89 -2.21 2.02
46 C -4.19 -2.74 1.72
47 H -5.98 -2.44 0.54
48 H -4.93 -0.83 -1.05
49 H -2.58 -0.12 -0.68
50 H -0.44 0.65 2.90
51 H -0.74 -1.27 4.58
52 H -2.16 -3.21 3.81
53 H -4.63 -3.52 2.35

Computed properties:
* E: -3795.78176 hartree
* molecular weight: 547.01 g mol⁻¹
* highest occupied orbital energy (spin up / spin down): -13.864 / -13.891 eV
* Kohn-Sham gap (spin up / spin down): 4.8 / 5.4 eV
* charge: +2